#a
19
Properties=species:S:1:pos:R:3:mulliken_charge:R:1 method="wB97M-V/def2-TZVPD" e_homo_ev=-9.2 gap_ha=0.377 smiles=CC#CCCCC total_charge=0 e_lumo_ev=1.08
C -0.960 -3.800 -1.054 -1.11
C -0.276 -2.524 -1.227 0.52
C -0.102 -1.335 -1.207 -0.45
C -0.228 0.096 -0.986 -0.61
C 0.591 0.648 0.196 -0.50
C 0.183 2.079 0.527 -0.32
C 0.884 2.630 1.763 -1.25
H -0.508 -4.384 -0.253 0.29
H -0.999 -4.407 -1.959 0.30
H -1.986 -3.547 -0.763 0.29
H -1.311 0.105 -0.806 0.23
H -0.078 0.706 -1.884 0.36
H 0.434 0.007 1.072 0.34
H 1.673 0.608 -0.009 0.31
H -0.903 2.095 0.680 0.31
H 0.386 2.722 -0.339 0.29
H 0.670 2.008 2.640 0.32
H 1.970 2.641 1.620 0.31
H 0.559 3.650 1.989 0.36



#b
19
Properties=species:S:1:pos:R:3:mulliken_charge:R:1 method="wB97M-V/def2-TZVPD" e_homo_ev=-8.3 gap_ha=0.309 total_charge=0 e_lumo_ev=0.10
C -2.139 -0.100 0.380 -1.57
C -1.252 -0.683 -0.699 0.12
C -0.065 0.047 -1.271 -0.26
C 0.457 1.225 -0.458 -0.58
C 0.874 0.766 0.912 -0.64
C 0.780 -0.734 0.877 -0.58
C 0.140 -1.192 -0.428 -0.26
H -2.906 0.550 -0.057 0.33
H -2.651 -0.896 0.932 0.33
H -1.589 0.501 1.114 0.45
H -1.802 -1.271 -1.431 0.42
H 0.085 0.028 -2.347 0.38
H 1.332 1.710 -0.934 0.41
H -0.267 2.047 -0.318 0.31
H 3.583 1.102 0.728 0.13
H 2.933 1.222 1.073 -0.09
H 0.240 -1.045 1.789 0.31
H 1.801 -1.143 1.013 0.41
H 0.445 -2.135 -0.874 0.38



#c
19
Properties=species:S:1:pos:R:3:mulliken_charge:R:1 method="wB97M-V/def2-TZVPD" e_homo_ev=-9.3 gap_ha=0.384 total_charge=0 e_lumo_ev=1.15
C 1.675 1.516 -0.813 -1.59
C 1.299 0.180 -0.196 0.94
C 0.224 0.278 0.918 -1.30
C -0.755 -0.936 0.733 0.89
C -2.203 -0.593 1.066 -1.50
C -0.568 -1.344 -0.794 -0.73
C 0.545 -0.715 -1.179 -0.46
H 0.777 1.979 -1.237 0.39
H 2.095 2.191 -0.060 0.36
H 2.410 1.377 -1.612 0.39
H 2.207 -0.304 0.204 0.26
H 0.675 0.346 1.923 0.34
H -0.339 1.215 0.781 0.34
H -0.429 -1.737 1.421 0.25
H -2.559 0.213 0.415 0.36
H -2.340 -0.274 2.107 0.37
H -2.834 -1.469 0.892 0.37
H -0.464 -1.212 -2.075 0.19
H 0.583 -0.709 -2.492 0.12



#d
19
Properties=species:S:1:pos:R:3:mulliken_charge:R:1 method="wB97M-V/def2-TZVPD" e_homo_ev=-8.7 gap_ha=0.352 total_charge=0 e_lumo_ev=0.86
C 0.507 -0.890 2.643 -1.27
C 0.694 -0.054 1.381 -0.26
C 0.542 -0.879 0.102 -0.56
C 0.772 -0.093 -1.169 -0.26
C 0.033 -0.479 -2.416 -0.93
C -0.414 0.715 -2.026 0.68
C -1.743 1.410 -1.919 -1.07
H -0.486 -1.355 2.662 0.32
H 1.252 -1.694 2.696 0.32
H 0.609 -0.276 3.544 0.36
H -0.039 0.765 1.370 0.31
H 1.686 0.419 1.391 0.29
H -0.449 -1.346 0.055 0.31
H 1.278 -1.696 0.093 0.31
H 0.282 1.220 -1.112 0.03
H 1.764 0.358 -1.260 0.49
H -2.369 1.017 -2.726 0.31
H -1.665 2.497 -2.022 0.31
H -2.241 1.187 -0.967 0.31



In terms of stability, #a leads; the second structure lies 0.1107 hartree higher.



#a
19
Properties=species:S:1:pos:R:3:mulliken_charge:R:1 method="wB97M-V/def2-TZVPD" e_homo_ev=-9.7 gap_ha=0.400 smiles=CC[C@H]1C[C@H]2C[C@@H]12 total_charge=0 e_lumo_ev=1.22
C -2.428 -0.953 -0.091 -1.41
C -1.026 -0.547 -0.554 -0.49
C 0.012 -0.301 0.564 0.11
C 1.537 -0.695 0.424 -0.90
C 1.899 0.779 0.353 -0.13
C 1.126 1.399 -0.756 -0.60
C 0.459 1.176 0.576 -0.60
H -3.141 -0.890 -0.923 0.38
H -2.797 -0.274 0.688 0.34
H -2.471 -1.973 0.308 0.34
H -0.651 -1.240 -1.319 0.35
H -1.138 0.421 -1.060 0.31
H -0.375 -0.687 1.516 0.52
H 1.841 -1.299 -0.440 0.31
H 1.928 -1.164 1.333 0.27
H 2.796 1.273 0.708 0.38
H 1.433 2.400 -1.041 0.31
H 0.798 0.765 -1.580 0.14
H 0.012 1.978 1.159 0.39



#b
19
Properties=species:S:1:pos:R:3:mulliken_charge:R:1 method="wB97M-V/def2-TZVPD" e_homo_ev=-8.4 gap_ha=0.341 smiles="C=C(C)C(=C)CC" total_charge=0 e_lumo_ev=0.86
C 2.042 -0.999 0.033 -0.99
C 0.957 -0.350 -0.530 0.77
C 1.120 0.624 -1.744 -1.08
C -0.499 -0.643 -0.057 0.15
C -1.063 -1.826 0.308 -0.76
C -1.371 0.635 0.255 -0.66
C -0.848 1.347 1.595 -0.92
H 1.732 -1.916 0.585 0.19
H 3.069 -1.065 -0.280 0.36
H 1.091 1.676 -1.425 0.25
H 0.123 0.365 -2.352 0.27
H 2.064 0.365 -2.270 0.39
H -2.041 -2.076 -0.079 0.26
H -0.440 -2.702 0.673 0.19
H -1.215 1.379 -0.579 0.26
H -2.433 0.479 0.339 0.50
H -0.845 0.641 2.476 0.28
H 0.154 1.787 1.365 0.26
H -1.597 2.281 1.686 0.30



#c
19
Properties=species:S:1:pos:R:3:mulliken_charge:R:1 method="wB97M-V/def2-TZVPD" e_homo_ev=-8.7 gap_ha=0.358 smiles="C=C(C)C(=C)CC" total_charge=0 e_lumo_ev=1.04
C 1.147 -1.384 1.140 -1.06
C 0.414 -0.944 0.111 0.58
C -0.172 -1.999 -0.795 -1.20
C 0.325 0.510 -0.273 0.50
C 1.487 1.150 -0.477 -0.98
C -1.028 1.083 -0.507 -0.56
C -1.713 1.557 0.792 -1.16
H 0.968 -2.414 1.424 0.31
H 1.740 -0.806 1.840 0.32
H -0.638 -2.787 -0.207 0.38
H -1.048 -1.567 -1.310 0.30
H 0.493 -2.477 -1.511 0.27
H 1.578 2.028 -1.105 0.31
H 2.351 0.564 -0.187 0.31
H -1.683 0.383 -1.038 0.25
H -0.955 1.918 -1.209 0.43
H -0.996 2.045 1.453 0.33
H -2.280 0.770 1.282 0.30
H -2.442 2.334 0.537 0.36



#d
19
Properties=species:S:1:pos:R:3:mulliken_charge:R:1 method="wB97M-V/def2-TZVPD" e_homo_ev=-8.9 gap_ha=0.372 smiles="C/C=C/[C@@H]1C[C@@H]1C" total_charge=0 e_lumo_ev=1.20
C 2.743 -1.045 -0.171 -1.22
C 1.602 -0.099 0.047 0.12
C 0.703 0.300 -0.849 -0.56
C -0.473 1.153 -0.499 -0.06
C -0.860 1.253 0.959 -0.85
C -1.803 0.612 -0.007 0.21
C -2.123 -0.861 0.075 -1.42
H 2.829 -1.348 -1.217 0.31
H 2.578 -1.946 0.433 0.27
H 3.703 -0.623 0.154 0.32
H 1.491 0.250 1.072 0.25
H 0.830 0.008 -1.894 0.30
H -0.561 2.067 -1.087 0.41
H -1.054 2.228 1.391 0.29
H -0.328 0.575 1.620 0.27
H -2.651 1.225 -0.299 0.39
H -1.228 -1.453 0.280 0.30
H -2.855 -1.080 0.862 0.35
H -2.544 -1.217 -0.870 0.33



In terms of stability, #d leads; the second structure lies 0.0117 hartree higher.



#a
19
Properties=species:S:1:pos:R:3:mulliken_charge:R:1 method="wB97M-V/def2-TZVPD" e_homo_ev=-5.6 gap_ha=0.122 total_charge=0 e_lumo_ev=-2.30
C 0.874 -2.276 -0.932 -0.96
C 0.426 -1.042 -1.376 0.81
C 0.323 -0.708 -2.714 -1.14
C -0.187 -0.061 -0.416 -0.20
C 0.417 0.035 0.975 -0.72
C -0.297 1.357 1.943 -0.29
C -1.423 1.847 1.211 -0.78
H 0.470 -0.804 1.660 0.47
H 0.806 -2.523 0.118 0.22
H 1.366 -2.928 -1.651 0.29
H 0.051 0.290 -3.033 0.28
H 0.652 -1.473 -3.425 0.28
H 0.040 0.918 -0.833 0.28
H -1.168 -0.459 -0.201 0.19
H 1.390 0.542 1.006 0.15
H -2.409 1.451 1.362 0.28
H 0.552 2.031 2.339 0.33
H -1.437 2.928 1.025 0.23
H -0.448 0.876 2.943 0.26



#b
19
Properties=species:S:1:pos:R:3:mulliken_charge:R:1 method="wB97M-V/def2-TZVPD" e_homo_ev=-8.4 gap_ha=0.353 smiles="C=C(/C=C/C)CC" total_charge=0 e_lumo_ev=1.16
C -2.061 -1.069 -0.299 -1.02
C -0.846 -0.540 -0.496 0.70
C -0.615 0.907 -0.380 -0.44
C 0.555 1.355 0.069 -0.02
C 0.803 2.835 0.350 -1.20
C 0.271 -1.546 -0.730 -0.81
C 0.811 -1.891 0.684 -1.13
H -2.448 -2.063 -0.501 0.31
H -2.820 -0.398 0.093 0.27
H -1.471 1.540 -0.546 0.37
H 1.490 0.840 0.236 0.25
H 1.834 2.964 0.682 0.32
H 0.696 3.345 -0.617 0.31
H 0.115 3.345 1.016 0.29
H 1.041 -1.206 -1.433 0.35
H -0.178 -2.380 -1.277 0.45
H 0.293 -1.417 1.516 0.35
H 1.878 -1.651 0.824 0.31
H 0.653 -2.971 0.809 0.33



#c
19
Properties=species:S:1:pos:R:3:mulliken_charge:R:1 method="wB97M-V/def2-TZVPD" e_homo_ev=-8.6 gap_ha=0.355 smiles="CC=C(C)C.C#C" total_charge=0 e_lumo_ev=1.07
C 0.667 0.853 1.998 -1.25
C 0.344 1.202 0.633 0.06
C -0.658 0.600 -0.027 0.92
C -1.731 -0.373 0.388 -1.30
C -0.643 0.824 -1.541 -1.85
H 0.783 1.798 2.771 0.26
H 1.635 0.406 2.168 0.32
H 0.016 0.155 2.617 0.29
H 1.084 1.976 0.263 0.25
H -1.333 -0.875 1.249 0.33
H -1.772 -1.181 -0.283 0.41
H -2.775 -0.020 0.416 0.28
H -1.192 -0.013 -2.006 0.38
H 0.336 1.071 -1.955 0.35
H -1.225 1.606 -1.778 0.56
C 1.455 -1.694 -1.703 -0.55
C 1.763 -2.335 -0.754 -0.26
H 1.329 -1.425 -2.706 0.42
H 1.919 -2.576 0.249 0.39



#d
19
Properties=species:S:1:pos:R:3:mulliken_charge:R:1 method="wB97M-V/def2-TZVPD" e_homo_ev=-9.1 gap_ha=0.379 smiles="C[C@@H]1C=C[C@H](C)C1" total_charge=0 e_lumo_ev=1.19
C -0.206 2.054 0.762 -1.43
C 0.510 0.719 1.038 0.45
C 1.584 0.425 0.018 -0.62
C 1.294 -0.631 -0.737 -0.60
C -0.004 -1.298 -0.343 0.49
C -1.060 -1.291 -1.452 -1.45
C -0.463 -0.483 0.898 -1.04
H -0.623 2.047 -0.256 0.29
H -1.059 2.149 1.445 0.38
H 0.467 2.919 0.888 0.38
H 0.942 0.772 2.049 0.34
H 2.474 1.047 -0.078 0.41
H 1.916 -1.004 -1.547 0.41
H 0.196 -2.345 -0.069 0.31
H -1.287 -0.261 -1.758 0.29
H -1.991 -1.741 -1.089 0.37
H -0.733 -1.848 -2.337 0.39
H -0.459 -1.104 1.803 0.29
H -1.497 -0.127 0.764 0.34



In terms of stability, #d leads; the second structure lies 0.0515 hartree higher.



#a
20
Properties=species:S:1:pos:R:3:mulliken_charge:R:1 method="wB97M-V/def2-TZVPD" e_homo_ev=-14.4 gap_ha=0.408 smiles="CCC/C(N)=C/[NH3+]" total_charge=+1 e_lumo_ev=-3.34
C -1.828 0.019 1.463 -1.19
C -1.944 -0.184 -0.041 -0.28
C -0.902 0.582 -0.859 -0.93
C 0.517 0.277 -0.473 0.62
N 1.192 1.047 0.541 -0.63
C 1.206 -0.715 -1.015 -0.83
N 2.584 -0.908 -0.519 -0.20
H -2.625 -0.490 2.004 0.37
H -0.893 -0.406 1.839 0.27
H -1.892 1.076 1.717 0.31
H -2.932 0.109 -0.409 0.35
H -1.867 -1.251 -0.264 0.30
H -1.027 0.367 -1.923 0.35
H -1.070 1.660 -0.766 0.37
H 1.195 2.028 0.264 0.29
H 0.666 0.988 1.409 0.28
H 0.905 -1.404 -1.786 0.46
H 2.708 -1.838 -0.114 0.35
H 2.727 -0.168 0.194 0.38
H 3.281 -0.788 -1.262 0.35



#b
20
Properties=species:S:1:pos:R:3:mulliken_charge:R:1 method="wB97M-V/def2-TZVPD" e_homo_ev=-14.3 gap_ha=0.417 smiles=C[C@@H]1[C@@H](N)[C@@]1(C)[NH3+] total_charge=+1 e_lumo_ev=-2.97
C -1.881 -0.915 -0.230 -1.70
C -0.479 -0.545 -0.478 -0.17
C 0.484 -0.644 0.603 0.00
N 1.838 -1.280 0.175 -0.61
C 0.188 0.695 0.105 0.21
C -0.653 1.794 0.726 -1.32
N 1.345 1.015 -0.740 -0.23
H -2.259 -0.694 0.775 0.38
H -1.921 -2.078 -0.301 0.37
H -2.559 -0.730 -1.069 0.38
H -0.122 -0.778 -1.479 0.51
H -0.033 -1.086 1.468 0.35
H 1.387 -2.151 -0.289 0.33
H 2.274 -1.811 1.012 0.33
H -0.169 2.281 1.505 0.38
H -1.604 1.285 0.937 0.26
H -0.908 2.654 0.014 0.36
H 1.124 1.176 -1.734 0.34
H 1.950 0.034 -0.492 0.50
H 1.997 1.780 -0.509 0.34



#c
20
Properties=species:S:1:pos:R:3:mulliken_charge:R:1 method="wB97M-V/def2-TZVPD" e_homo_ev=-14.1 gap_ha=0.290 total_charge=+1 e_lumo_ev=-6.24
C 0.480 1.664 0.194 -0.71
C 0.907 1.625 -1.230 -0.52
C 0.243 0.310 -0.561 1.35
C 0.832 -0.797 0.105 -0.79
N 0.351 -2.094 -0.241 -0.41
C -1.166 0.114 -1.154 -1.41
N -1.238 -0.389 2.215 -0.59
H 1.194 1.516 0.986 0.33
H -0.374 2.263 0.450 0.26
H 1.984 1.656 -1.321 0.28
H 0.264 1.939 -2.026 0.30
H 1.910 -0.879 0.279 0.36
H 1.134 -2.738 -0.141 0.32
H -0.328 -2.391 0.467 0.31
H -1.794 0.998 -1.017 0.40
H -1.640 -0.658 -0.545 0.44
H -1.033 -0.326 -2.149 0.41
H -0.647 0.314 2.649 0.23
H -0.746 -0.892 1.492 0.14
H -1.490 -0.972 3.008 0.27



#d
20
Properties=species:S:1:pos:R:3:mulliken_charge:R:1 method="wB97M-V/def2-TZVPD" e_homo_ev=-12.0 gap_ha=0.323 smiles="C[C@H]([NH3+])C/C=C/N" total_charge=+1 e_lumo_ev=-3.15
C -2.270 0.123 -1.172 -1.27
C -1.053 0.043 -0.297 0.18
N -1.350 0.973 0.925 -0.38
C 0.353 0.547 -0.732 -0.73
C 1.341 0.168 0.352 -0.58
C 1.961 -1.026 0.158 -0.20
N 2.806 -1.599 1.050 -0.45
H -2.627 1.153 -1.075 0.32
H -2.969 -0.715 -0.991 0.35
H -2.335 -0.076 -2.268 0.34
H -0.966 -0.956 0.166 0.37
H -0.555 0.845 1.562 0.36
H -2.193 0.725 1.449 0.35
H -1.476 1.941 0.633 0.36
H 0.273 1.603 -1.028 0.38
H 0.636 -0.046 -1.610 0.32
H 1.840 0.941 0.912 0.49
H 1.955 -1.536 -0.820 0.30
H 2.898 -1.161 1.959 0.23
H 3.730 -1.948 0.828 0.25



In terms of stability, #a leads; the second structure lies 0.0362 hartree higher.